No. 1
ORCA calculation (wB97M-V/def2-TZVPD) on a cluster of 14 separate species, C8H44N16O14 in total in a non-equilibrium geometry.

Each line ends with the Mulliken charge.
Element x y z (Å)
1 N 1.74936 4.57384 -2.31650  -0.36
2 H 2.36989 -1.64980 1.18281  0.01
3 O 3.36372 3.56765 -3.52540  -0.74
4 H 1.12061 2.44711 -1.61607  0.18
5 N -0.39010 -0.66781 3.38800  -0.24
6 C -3.17220 0.51739 2.10819  0.38
7 N -0.06334 -2.23908 -4.79439  -0.45
8 N 1.02663 0.82049 -0.12473  0.85
9 C -0.08870 0.62497 3.74991  0.48
10 C 0.81939 -2.43426 -3.77441  0.73
11 H -0.58902 5.15717 -2.05121  0.30
12 O 0.62269 1.38070 3.11230  -0.62
13 N -2.05947 3.92690 0.44023  -0.33
14 H 0.35146 1.51079 0.15654  -0.15
15 O 3.86937 -0.62397 -2.23321  -0.70
16 N -3.11752 -2.64374 -1.68764  -0.09
17 C 3.98812 -1.07540 2.16369  0.58
18 H 3.53341 -0.81099 -1.35065  0.27
19 O -0.50273 2.92452 -0.85453  -0.86
20 H 4.35977 -1.98270 3.95904  0.16
21 H 2.23581 5.42299 -2.56690  0.20
22 O 4.30337 -0.12302 1.45324  -0.61
23 H -0.88981 1.92639 5.05959  0.24
24 C -3.95667 -3.58664 -2.18768  0.53
25 H -1.57513 0.35988 5.14465  0.16
26 H -2.74916 4.65867 0.46488  0.22
27 H -2.70597 -2.81843 -0.78619  0.00
28 H 1.03923 -3.20743 -1.97199  0.12
29 N -3.46556 0.57577 3.41660  -0.40
30 N -1.08794 5.12911 -1.17437  -0.45
31 H -0.49386 -3.62981 -2.74240  0.18
32 O -4.33894 -4.49417 -1.46567  -0.66
33 H -5.05847 -3.93190 -3.87329  0.23
34 H -2.64224 1.16063 -0.42762  0.29
35 H -0.21124 -0.92295 2.42898  0.09
36 H 5.74153 -1.25384 3.07783  0.24
37 H -1.70671 5.85593 -0.86831  0.16
38 H -2.73682 -4.49775 1.88012  0.25
39 H 3.28050 -1.11537 -2.82294  0.53
40 N 2.82192 -1.75734 2.08825  -0.09
41 H -4.20844 -0.03678 3.71726  0.19
42 H -3.46047 -0.70977 0.51289  0.17
43 H -0.97350 -2.65335 -4.71413  0.15
44 O 4.76566 3.51058 -0.21691  -0.66
45 H 1.12962 4.47915 -1.53886  0.18
46 H 2.79437 -2.70859 2.41616  0.24
47 H -2.96124 -1.75012 -2.12541  0.13
48 H 0.25593 -1.61833 -5.51652  0.23
49 H -0.70718 -1.78257 0.08300  -0.24
50 H -1.71661 -3.48910 1.36698  0.23
51 O -2.60650 1.39875 1.46631  -0.76
52 O 1.72214 -1.31839 -0.45462  -0.99
53 O 2.88273 2.22702 1.84740  -0.61
54 O 1.95905 -1.99476 -3.80072  -0.76
55 N 1.98329 2.38360 -2.16050  0.04
56 H -1.22324 -0.15549 0.06576  -0.55
57 C 0.82343 -0.47917 -0.29081  -0.16
58 N -0.47876 -0.81555 -0.08100  1.19
59 N 0.37096 -3.11891 -2.72081  -0.29
60 H -3.57490 1.49710 3.81385  0.30
61 H -0.97725 -1.13812 4.04474  0.19
62 H 1.99794 2.01212 2.18016  0.47
63 H 2.28434 1.47598 -2.48304  0.12
64 H 2.01430 1.02317 -0.01922  0.15
65 H -1.81189 1.52105 -1.65704  0.33
66 N 4.76887 -1.48256 3.19219  -0.46
67 N -4.38900 -3.32127 -3.43962  -0.39
68 H -4.29137 -2.37193 -3.75474  0.19
69 H 3.90539 3.13756 0.00829  0.25
70 O -2.53965 0.95661 -1.36724  -0.66
71 C -1.11613 3.96332 -0.51533  0.57
72 H 0.58831 -4.41205 1.51331  0.24
73 O 0.64522 -3.61157 0.98260  -0.49
74 N -3.48150 -0.66584 1.51857  -0.20
75 H 1.28657 -3.82187 0.29607  0.26
76 C 2.47798 3.50236 -2.67885  0.57
77 N -0.83616 0.94888 4.81862  -0.50
78 O -2.66506 -3.64679 1.43856  -0.54
79 H -3.81041 -1.44158 2.06674  0.14
80 H -2.42172 3.04722 0.79318  0.44
81 H 3.44959 1.50635 2.16567  0.27
82 H 5.15008 2.87917 -0.83169  0.34

ΔE to the lowest compared entry with this formula, charge and spin = 0.0 kJ/mol
net charge = 0
spin multiplicity = 1
M = 588.54 Da
Kohn-Sham gap = 7.8603 eV
E_LUMO = -0.019 Ha
highest occupied orbital energy = -8.38 eV
E = -61525.3061 eV



No. 2
ORCA calculation (wB97M-V/def2-TZVPD) on a structure of composition C8H4BiBrCl2LaNO3 in a non-equilibrium geometry.

Each line ends with the natural charge from an NBO analysis.
Element x y z (Å)
1 C 1.76398 0.98587 3.00319  -0.12
2 O -0.17540 2.02710 -7.74010  -0.18
3 C 1.40891 2.22033 3.56032  -0.07
4 Br 2.48943 -0.44718 3.95786  0.29
5 C -0.68325 -0.90734 0.42456  0.52
6 C 1.45629 0.83192 1.64364  -0.01
7 C 0.57234 -1.37180 -7.59590  0.33
8 C 0.72551 3.18961 2.80640  -0.18
9 Cl -0.75694 1.37394 -4.16528  -0.56
10 H 1.70072 2.36196 4.57706  0.29
11 C 0.34327 2.92493 1.49674  0.04
12 La 0.69802 -0.41367 -5.32740  2.24
13 H 0.46983 4.14677 3.19506  0.29
14 O 0.14842 -1.56171 0.87201  -0.26
15 Cl 1.62852 -0.37927 -2.13068  -0.49
16 H -0.27828 3.57349 0.91486  0.24
17 Bi -0.35776 0.94042 -1.09054  1.81
18 H 1.64918 -0.06665 1.10125  0.21
19 O 0.50396 -1.62336 -8.72067  -0.16
20 C 0.21338 1.33778 -6.89348  0.33
21 N 0.74316 1.77297 0.92550  -0.56

net charge = +4
spin multiplicity = 1
M = 660.82 Da
Kohn-Sham gap = 4.3346 eV
E_LUMO = -0.587 Ha
highest occupied orbital energy = -20.30 eV
E = -117733.7339 eV



No. 3
ORCA calculation (wB97M-V/def2-TZVPD) on a structure of composition C8H4BrCl2FeNO3Ti in a non-equilibrium geometry.

Each line ends with the Mulliken charge.
Element x y z (Å)
1 Cl -0.64582 2.31028 -1.89377  -0.05
2 C 0.90506 1.23332 -4.20194  0.53
3 N -0.26565 0.10420 1.05219  -0.15
4 O 1.54700 -1.41417 -4.98712  -0.03
5 C -0.28764 -1.70641 2.58050  -0.39
6 C 1.52679 -0.92147 -3.93853  0.65
7 H -1.79183 -1.61792 4.10363  0.55
8 Cl -0.92504 -1.44498 -2.04787  -0.14
9 C 2.03090 1.68242 -0.45898  0.60
10 O 2.92600 2.42987 -0.36085  0.03
11 O 1.20574 1.74049 -5.20139  0.02
12 Fe 0.29205 1.30715 -0.17677  0.27
13 C -1.33089 0.70464 1.64193  0.26
14 C -1.88947 0.07865 2.75497  -0.87
15 H -1.73344 1.64702 1.25011  0.48
16 C 0.28857 -1.06388 1.47924  0.21
17 H -2.72366 0.55063 3.25251  0.48
18 Ti 0.58082 0.23284 -2.25816  0.41
19 C -1.37670 -1.12391 3.23265  0.17
20 Br 0.48863 -3.29405 3.20370  0.48
21 H 1.17856 -1.43472 0.97393  0.47

net charge = +4
spin multiplicity = 7
M = 416.65 Da
<S²> = 12.052
Kohn-Sham gap (spin up / spin down) = 8.1267 / 6.6701 eV
E_LUMO (spin up / spin down) = -0.620 / -0.689 Ha
highest occupied orbital energy (spin up / spin down) = -25.01 / -25.41 eV
E = -168530.3296 eV



No. 4
ORCA calculation (wB97M-V/def2-TZVPD) on a cluster of 2 separate species, C8H4Cl2N2 in total in a non-equilibrium geometry.

Each line ends with the natural charge from an NBO analysis.
Element x y z (Å)
1 C 0.35422 1.32595 0.10632  -0.05
2 C -0.39389 -1.25147 0.71882  -0.31
3 C 0.83257 -1.08212 0.20262  0.08
4 C 2.54486 0.61714 -0.07921  0.27
5 N 3.63823 0.94323 0.14672  -0.26
6 H 1.21981 0.20391 -1.54657  0.32
7 H -1.63340 1.96937 0.80918  0.26
8 Cl 1.83263 -2.40574 0.00843  0.12
9 C -1.98530 -0.36736 -1.55173  -0.06
10 C 1.24307 0.20166 -0.42055  -0.46
11 C -0.93137 1.13841 0.55677  -0.25
12 Cl -2.82861 -0.39024 1.62198  0.19
13 H 0.75271 2.24935 -0.17244  0.23
14 N -2.74439 -0.56683 -2.38163  -0.51
15 H -0.51157 -2.36243 1.17779  0.27
16 C -1.38958 -0.22283 0.80350  0.15

ΔE to the lowest compared entry with this formula, charge and spin = 35.9 kJ/mol
net charge = 0
spin multiplicity = 1
M = 199.04 Da
Kohn-Sham gap (spin up / spin down) = 6.9767 / 6.9838 eV
E_LUMO (spin up / spin down) = -0.097 / -0.097 Ha
highest occupied orbital energy (spin up / spin down) = -9.62 / -9.63 eV
E = -36380.5591 eV



No. 5
ORCA calculation (wB97M-V/def2-TZVPD) on a cluster of 2 separate species, C8H4Cl4N2 in total in a non-equilibrium geometry.

Each line ends with the natural charge from an NBO analysis.
Element x y z (Å)
1 H -2.05096 1.49559 0.63924  0.25
2 Cl 1.74479 -3.95287 -0.40292  0.07
3 Cl 0.33041 2.10312 3.41155  0.01
4 C -1.04158 1.60325 0.94190  -0.30
5 C 1.72526 1.16403 -1.40935  0.22
6 C -1.21596 -1.23384 -1.07214  0.26
7 H -1.82665 2.03199 2.84453  0.21
8 C -0.13918 -2.16063 -1.12617  -0.22
9 C 0.33044 -2.99534 -0.17271  -0.15
10 H -0.39120 1.79020 -1.13823  0.25
11 C -0.09524 1.55047 -0.10959  -0.11
12 Cl 1.86413 -0.03762 0.94897  0.04
13 C 1.23306 1.19269 -0.11054  -0.17
14 N -2.11430 -0.50583 -1.19114  -0.29
15 Cl 0.70558 -1.99110 -2.59348  0.10
16 N 2.07666 1.12559 -2.48536  -0.28
17 H -0.17158 -3.07601 0.77055  0.24
18 C -0.96369 1.89629 2.25488  -0.12

ΔE to the lowest compared entry with this formula, charge and spin = 16.2 kJ/mol
net charge = 0
spin multiplicity = 1
M = 269.95 Da
Kohn-Sham gap = 8.3575 eV
E_LUMO = -0.036 Ha
highest occupied orbital energy = -9.35 eV
E = -61427.1492 eV
SMILES = N#C/C(Cl)=C/C=C\Cl.N#C/C(Cl)=C/Cl



No. 6
ORCA calculation (wB97M-V/def2-TZVPD) on a structure of composition C8H4CrNO5S in a non-equilibrium geometry.

Each line ends with the natural charge from an NBO analysis.
Element x y z (Å)
1 H 1.33402 -1.52651 3.71521  0.27
2 O 2.97083 0.24343 -0.90749  -0.35
3 S -0.66494 -2.46642 2.46666  0.54
4 C 0.85607 -0.43044 1.90148  -0.07
5 C -0.15978 -1.04397 -1.80487  0.38
6 C 0.69428 -1.41454 2.83883  -0.39
7 C -0.92250 -1.52175 1.05257  -0.12
8 Cr -0.07729 0.73719 -0.91482  -0.09
9 H -1.73504 -1.75571 0.36778  0.24
10 C -1.97273 0.48650 -0.87880  0.61
11 N -0.06275 -0.51859 0.87618  -0.55
12 C -0.08827 2.23029 -2.54728  0.55
13 H 1.61736 0.35720 1.89677  0.23
14 O -0.10607 2.98237 -3.41125  -0.38
15 O -0.11245 2.98659 1.24321  -0.37
16 H -0.04487 0.00662 -2.70310  0.07
17 C 1.83580 0.48851 -0.88445  0.61
18 O -0.16592 -2.21518 -1.83411  -0.43
19 O -3.09838 0.18252 -0.87629  -0.37
20 C -0.09736 2.19190 0.40377  0.62

ΔE to the lowest compared entry with this formula, charge and spin = 0.0 kJ/mol
net charge = +1
spin multiplicity = 5
M = 278.18 Da
<S²> = 6.045
Kohn-Sham gap (spin up / spin down) = 7.1237 / 6.1694 eV
E_LUMO (spin up / spin down) = -0.149 / -0.238 Ha
highest occupied orbital energy (spin up / spin down) = -11.19 / -12.65 eV
E = -59333.5284 eV



No. 7
ORCA calculation (wB97M-V/def2-TZVPD) on an isolated molecule of C8H4N2O2 in a non-equilibrium geometry.

Each line ends with the natural charge from an NBO analysis.
Element x y z (Å)
1 H 1.19801 -1.10375 -1.90832  0.27
2 N 0.14116 1.01426 1.33011  -0.40
3 O -1.47772 -1.23077 0.01335  -0.53
4 C -1.13217 1.57255 1.21998  -0.13
5 C -2.14747 0.67905 1.33051  0.07
6 C 3.08805 0.23440 -0.81927  0.26
7 H -2.95359 -1.22570 1.36549  0.19
8 H 0.85527 -1.79461 -0.05285  0.24
9 N 4.03845 0.02284 -1.42773  -0.28
10 C 1.11389 0.80333 0.62941  0.52
11 H -1.34443 2.61282 0.95374  0.23
12 O -1.01579 0.33494 -1.63048  -0.52
13 C 0.83852 -1.00710 -0.81720  -0.47
14 C -2.27205 -0.60469 1.02131  0.05
15 C -0.71166 -0.52650 -0.88483  0.82
16 C 1.78155 0.21892 -0.32321  -0.33

ΔE to the lowest compared entry with this formula, charge and spin = 0.0 kJ/mol
net charge = 0
spin multiplicity = 3
M = 160.13 Da
<S²> = 2.016
Kohn-Sham gap (spin up / spin down) = 7.1467 / 6.5435 eV
E_LUMO (spin up / spin down) = -0.012 / -0.106 Ha
highest occupied orbital energy (spin up / spin down) = -7.46 / -9.42 eV
E = -15427.6053 eV



No. 8
ORCA calculation (wB97M-V/def2-TZVPD) on an isolated molecule of C8H4N4O in a non-equilibrium geometry.

Each line ends with the natural charge from an NBO analysis.
Element x y z (Å)
1 H -0.11735 -0.52560 2.09215  0.28
2 C 1.98335 -1.34421 0.51838  0.27
3 N 2.58645 1.60516 1.40375  -0.23
4 N -1.62484 1.05715 -0.60124  -0.63
5 C 0.51601 -1.40663 -1.25677  0.26
6 C -1.75182 -0.19672 0.31328  -0.22
7 N 2.93925 -1.84319 0.90144  -0.23
8 C -0.32828 -0.36678 0.98977  -0.16
9 H -2.06682 -1.13479 -0.21640  0.22
10 N 0.26302 -1.65812 -2.36058  -0.23
11 H -2.57487 0.07843 0.94031  0.23
12 C 1.62247 1.28972 0.87748  0.25
13 C 0.50371 0.66255 0.29483  -0.19
14 H -2.42081 1.16744 -1.37839  0.43
15 C 0.73331 -0.92675 0.00693  -0.25
16 O 0.07375 2.12638 -1.67599  -0.52
17 C -0.33654 1.41597 -0.84894  0.70

ΔE to the lowest compared entry with this formula, charge and spin = 0.0 kJ/mol
net charge = 0
spin multiplicity = 1
M = 172.15 Da
Kohn-Sham gap = 10.8884 eV
E_LUMO = -0.006 Ha
highest occupied orbital energy = -11.06 eV
E = -16365.5842 eV
SMILES = N#CC1(C#N)[C@@H]2CNC(=O)[C@@]21C#N



No. 9
ORCA calculation (wB97M-V/def2-TZVPD) on an isolated molecule of C8H4N4O2S2 in a non-equilibrium geometry.

Each line ends with the natural charge from an NBO analysis.
Element x y z (Å)
1 H 1.71396 0.83712 -0.00832  0.27
2 S -1.26604 1.13567 -0.47424  0.35
3 C -2.48288 0.20574 1.83038  0.59
4 C -1.56358 -0.28844 0.67807  -0.49
5 C 1.37280 0.09290 -0.69434  -0.49
6 O 3.65509 -0.49180 -1.25502  -0.47
7 H -0.64924 1.28794 -3.29978  0.23
8 N -1.01271 -0.31754 3.55583  -0.07
9 O -3.57818 0.68945 1.51065  -0.47
10 N 2.40429 0.08679 -3.02976  -0.21
11 C -0.07451 -0.75420 2.64716  -0.10
12 N 1.28667 0.55129 -3.51211  -0.08
13 C -0.26427 -0.78018 1.29733  -0.10
14 C 2.55034 -0.13396 -1.68815  0.60
15 H 0.85760 -1.11908 3.02166  0.23
16 C 0.17848 0.80285 -2.73875  -0.12
17 H -2.07862 -1.08985 0.15507  0.28
18 S 0.96131 -1.45532 0.23836  0.33
19 C 0.15895 0.61604 -1.38927  -0.09
20 N -2.16947 0.12458 3.15524  -0.20

ΔE to the lowest compared entry with this formula, charge and spin = 185.7 kJ/mol
net charge = 0
spin multiplicity = 1
M = 252.28 Da
Kohn-Sham gap = 7.1731 eV
E_LUMO = -0.104 Ha
highest occupied orbital energy = -10.02 eV
E = -40081.3069 eV
SMILES = O=C1N=NC=C2S[C@H]3C(=O)N=NC=C3S[C@H]12